{
  "formula": "C52H55KN4S",
  "method": "the ωB97M-V functional and the def2-TZVPD basis",
  "species": ["K", "C", "C", "C", "C", "C", "C", "C", "C", "C", "S", "C", "N", "H", "H", "H", "H", "H", "H", "H", "H", "C", "C", "C", "C", "C", "C", "C", "C", "C", "C", "C", "C", "N", "C", "C", "N", "C", "C", "C", "C", "C", "C", "C", "C", "C", "C", "C", "C", "C", "C", "C", "C", "C", "C", "C", "C", "C", "C", "H", "H", "H", "H", "H", "H", "H", "H", "H", "H", "H", "H", "H", "H", "H", "H", "H", "H", "H", "H", "H", "H", "H", "H", "H", "H", "H", "H", "H", "H", "H", "H", "H", "H", "H", "H", "H", "H", "H", "H", "N", "C", "C", "C", "C", "C", "C", "H", "H", "H", "H", "H", "H", "H"],
  "xyz": [[0.119, -1.264, 0.955], [-3.479, -0.846, 2.513], [-3.217, -2.054, 3.378], [-4.180, -2.501, 4.301], [-3.903, -3.592, 5.080], [-2.666, -4.256, 4.945], [-2.321, -5.376, 5.725], [-1.093, -5.973, 5.540], [-0.195, -5.493, 4.588], [-0.482, -4.391, 3.774], [0.635, -3.843, 2.602], [-1.757, -3.741, 3.970], [-2.058, -2.653, 3.224], [-4.479, -0.449, 2.689], [-3.384, -1.113, 1.458], [-2.750, -0.063, 2.730], [-5.127, -1.984, 4.399], [-4.624, -3.957, 5.804], [-3.022, -5.748, 6.464], [-0.821, -6.834, 6.142], [0.763, -5.975, 4.448], [3.316, -1.049, 1.484], [3.175, -0.170, 2.722], [2.080, -0.709, 3.656], [2.929, 1.311, 2.479], [3.624, 2.164, 3.329], [3.443, 3.534, 3.304], [2.493, 4.041, 2.438], [1.763, 3.234, 1.570], [0.648, 3.980, 0.846], [-0.588, 3.948, 1.754], [0.309, 3.566, -0.583], [2.006, 1.827, 1.522], [1.385, 0.971, 0.618], [1.887, 0.857, -0.650], [1.356, 0.065, -1.706], [0.258, -0.752, -1.639], [-0.052, -1.590, -2.695], [0.712, -2.752, -3.041], [0.354, -3.511, -4.151], [-0.750, -3.225, -4.933], [-1.553, -2.166, -4.547], [-1.238, -1.362, -3.460], [-2.260, -0.289, -3.126], [-1.717, 1.135, -2.985], [-3.063, -0.724, -1.895], [1.889, -3.323, -2.254], [1.686, -3.318, -0.747], [3.246, -2.700, -2.605], [2.098, 0.404, -2.929], [1.986, 0.091, -4.272], [2.927, 0.625, -5.186], [3.957, 1.452, -4.810], [4.083, 1.821, -3.440], [5.060, 2.686, -2.872], [5.018, 2.950, -1.526], [4.031, 2.416, -0.661], [3.060, 1.577, -1.180], [3.143, 1.295, -2.569], [3.574, -2.069, 1.784], [4.086, -0.663, 0.814], [2.384, -1.074, 0.938], [4.125, -0.237, 3.263], [1.090, -0.516, 3.236], [2.133, -0.215, 4.630], [2.182, -1.785, 3.798], [4.343, 1.737, 4.024], [4.012, 4.187, 3.956], [2.298, 5.111, 2.440], [0.971, 5.027, 0.792], [-0.880, 2.919, 1.955], [-1.434, 4.470, 1.297], [-0.360, 4.427, 2.710], [-0.041, 2.538, -0.621], [1.188, 3.635, -1.227], [-0.465, 4.228, -0.988], [0.963, -4.375, -4.405], [-0.995, -3.834, -5.796], [-2.451, -1.948, -5.119], [-2.963, -0.268, -3.967], [-1.025, 1.198, -2.152], [-2.549, 1.832, -2.832], [-1.179, 1.433, -3.888], [-2.391, -0.817, -1.040], [-3.519, -1.702, -2.073], [-3.859, -0.008, -1.677], [1.946, -4.374, -2.557], [1.679, -2.298, -0.389], [2.501, -3.849, -0.250], [0.748, -3.799, -0.463], [3.318, -1.680, -2.234], [3.399, -2.683, -3.686], [4.050, -3.287, -2.149], [1.211, -0.565, -4.645], [2.827, 0.357, -6.233], [4.661, 1.829, -5.544], [5.828, 3.130, -3.498], [5.767, 3.608, -1.096], [4.061, 2.682, 0.386], [-2.872, 1.849, 0.282], [-3.966, 2.518, -0.212], [-5.263, 2.051, 0.044], [-6.370, 2.756, -0.394], [-6.218, 3.941, -1.103], [-4.936, 4.402, -1.373], [-3.821, 3.706, -0.937], [-3.014, 0.886, 0.534], [-1.988, 2.016, -0.178], [-5.382, 1.119, 0.587], [-7.360, 2.369, -0.187], [-7.085, 4.494, -1.441], [-4.801, 5.315, -1.941], [-2.827, 4.071, -1.164]],
  "total_charge": -2,
  "largest_force_ev_per_a": 1.1,
  "homo_energy_ev": [0.238, 0.232]
}